# 1
C13H17BF4KNO8 | the ωB97M-V functional and the def2-TZVPD basis

Properties
relative energy (zero: lowest compared OMol25 entry of this formula, charge and spin) = 0.000 eV
HOMO-LUMO gap = 0.1360 Eh

```
! wB97M-V def2-TZVPD RIJCOSX def2/J DEFGRID3
* xyz -2 1
K -0.371 -0.982 -0.238
C -3.409 0.932 -3.930
C -4.076 0.373 -5.074
C -4.054 -1.199 -5.189
O -4.510 -1.699 -6.234
C -3.441 -1.978 -4.171
C -2.717 -1.354 -3.146
C -2.785 0.161 -2.963
O -2.314 0.776 -1.937
O -2.024 -2.123 -2.389
O -4.626 0.990 -5.982
H -3.525 1.989 -3.722
H -3.375 -3.034 -4.379
B -0.937 -3.012 1.958
F -0.981 -4.031 2.916
F -2.135 -2.263 1.901
F 0.124 -2.133 2.183
F -0.726 -3.563 0.677
C -0.979 4.961 3.288
C -0.591 3.539 2.832
O 0.418 3.537 1.863
C 0.410 2.580 0.949
O -0.231 1.582 0.969
O 1.321 2.883 0.042
C 1.594 1.885 -0.938
H -1.233 5.637 2.468
H -0.178 5.430 3.851
H -1.905 4.776 3.834
H -1.468 2.939 2.586
H -0.225 3.090 3.766
H 2.494 2.183 -1.468
H 0.755 1.742 -1.617
H 1.831 0.953 -0.417
C 3.150 -2.299 0.005
O 2.311 -1.578 -0.493
N 3.644 -2.126 1.245
C 4.534 -3.078 1.890
C 3.245 -1.022 2.096
H 3.567 -3.185 -0.497
H 4.071 -3.277 2.865
H 5.526 -2.669 2.070
H 4.479 -4.064 1.433
H 2.670 -1.404 2.948
H 4.140 -0.536 2.483
H 2.529 -0.332 1.662
*
```

***

# 2
C19H10Cl5LaN4OS | the ωB97M-V functional and the def2-TZVPD basis

Properties
HOMO-LUMO gap = 0.2478 Eh

```
! wB97M-V def2-TZVPD RIJCOSX def2/J DEFGRID3
* xyz 2 1
La 1.603 -0.314 0.390
Cl 1.354 1.437 7.828
C 1.102 1.079 6.163
C 2.190 1.172 5.268
C 1.937 0.722 4.063
Cl 3.314 0.672 2.889
C 0.773 0.165 3.588
O 0.541 -0.153 2.293
C -0.226 0.020 4.504
Cl -1.755 -0.667 4.143
C -0.038 0.408 5.803
H 3.069 1.680 5.576
H -0.853 0.219 6.560
S -2.960 2.093 -5.827
N -3.178 2.345 -4.258
C -2.270 1.556 -3.669
C -1.937 1.577 -2.313
C -2.822 2.177 -1.362
C -2.399 2.273 -0.063
C -1.218 1.657 0.308
N -0.437 1.045 -0.505
C -0.778 0.969 -1.837
C -0.106 0.041 -2.749
N 0.983 -0.576 -2.244
C 1.506 -1.520 -3.061
C 1.148 -1.794 -4.322
C 0.134 -1.046 -4.918
C -0.516 -0.146 -4.062
C -1.502 0.761 -4.482
N -1.855 0.939 -5.749
H -3.728 2.592 -1.766
H -2.994 2.827 0.599
H -0.895 1.775 1.373
H 2.356 -2.014 -2.552
H 1.641 -2.504 -4.967
H -0.077 -1.089 -5.962
Cl 0.318 -3.202 0.948
C 1.761 -4.245 1.130
Cl 3.159 -3.441 0.429
H 1.657 -5.141 0.627
H 1.997 -4.349 2.185
*
```

***

# 3
C6H6NO4 | the ωB97M-V functional and the def2-TZVPD basis

Properties
relative energy (zero: lowest compared OMol25 entry of this formula, charge and spin) = 6.207 eV
HOMO-LUMO gap = 0.2741 Eh

```
! wB97M-V def2-TZVPD RIJCOSX def2/J DEFGRID3
* xyz -1 1
C -0.828 -0.565 -1.282
C -1.061 -0.443 0.037
C 0.646 1.787 0.314
C 0.581 -0.105 -1.411
C 0.527 0.244 0.129
C 1.448 -0.579 1.009
N -2.288 -0.543 0.638
O 0.605 2.523 -0.685
O 0.846 2.097 1.515
O -2.965 -1.571 0.548
O -2.781 0.490 1.129
H -1.688 -0.918 -1.980
H 1.229 -0.884 -1.519
H 0.798 0.747 -2.057
H 2.489 -0.092 1.115
H 1.546 -1.566 0.483
H 0.896 -0.622 2.018
*
```

***

# 4
C6H16Si4 | the ωB97M-V functional and the def2-TZVPD basis

Properties
relative energy (zero: lowest compared OMol25 entry of this formula, charge and spin) = 4.268 eV
HOMO-LUMO gap = 0.2735 Eh

```
! wB97M-V def2-TZVPD RIJCOSX def2/J DEFGRID3
* xyz 0 1
C -1.894 0.146 0.932
C -0.648 -1.887 -1.078
C -0.784 1.169 -1.832
C 0.785 -1.199 1.586
C 0.669 1.792 0.733
C 1.942 -0.208 -1.073
Si -0.900 -1.410 0.750
Si -1.043 1.542 -0.004
Si 0.231 -0.461 -1.917
Si 1.731 0.240 0.734
H -2.903 0.032 0.605
H -1.893 0.508 1.949
H -1.559 -2.039 -1.645
H -0.059 -2.792 -1.136
H -1.751 0.942 -2.289
H -0.332 2.014 -2.403
H 0.529 -0.937 2.610
H 1.339 -2.122 1.517
H 0.492 1.977 1.787
H 1.237 2.621 0.298
H 2.478 0.584 -1.602
H 2.532 -1.124 -1.077
H -1.499 -2.480 1.542
H -1.800 2.778 0.275
H -0.005 -0.147 -0.489
H 3.105 0.460 1.227
*
```

***

no.,molar mass (g mol⁻¹)
1,441.2
2,658.6
3,156.1
4,200.5